Entry from OMol25: a cluster of 16 separate species, C35H102O16 in total at a distorted geometry (the ωB97M-V functional and the def2-TZVPD basis).

Cartesian coordinates (Å):
C -2.4151 4.6705 4.4388
C -1.6556 5.2701 3.3172
C -0.8748 6.4223 3.7449
O -0.7656 4.3530 2.6010
H -1.8430 4.3493 5.3057
H -2.9324 3.7814 4.1085
H -3.2144 5.2728 4.8743
H -2.3444 5.6047 2.5629
H -1.4051 7.3078 4.1254
H -0.3069 6.7814 2.8844
H -0.1343 6.1701 4.5275
H -0.2391 3.9002 3.2776
C -2.1777 -3.5919 -4.6197
C -1.3657 -2.3710 -4.3089
C -0.9245 -2.3918 -2.8810
O -0.2822 -2.2962 -5.1719
H -3.1219 -3.6039 -4.0907
H -1.6854 -4.5182 -4.3434
H -2.4071 -3.7194 -5.6863
H -2.0023 -1.5028 -4.4533
H -0.4635 -1.4458 -2.6382
H -0.1893 -3.1777 -2.6415
H -1.7633 -2.5249 -2.1706
H 0.2667 -1.5403 -4.9453
C -0.6176 1.0517 0.7711
C -0.0843 -0.3661 0.6195
C 1.0099 -0.5502 -0.4155
O 0.4797 -0.8182 1.8302
H -1.4626 1.0619 1.4402
H -0.9626 1.5039 -0.1736
H 0.1999 1.6545 1.1838
H -0.9144 -1.0342 0.3365
H 0.7228 -0.0564 -1.3495
H 1.1347 -1.6136 -0.5878
H 1.9302 -0.1132 -0.0085
H -0.2268 -0.7957 2.5010
C 2.4133 2.3757 2.8652
C 1.3784 1.9097 3.9014
O 0.7669 2.9818 4.5949
H 3.2334 2.9657 3.2634
H 1.8870 2.9933 2.1434
H 2.8101 1.5352 2.2711
H 1.9691 1.2758 4.5904
H 0.6338 1.2655 3.4621
H 1.4002 3.5403 5.0138
C 2.7782 -0.4351 -6.3314
C 1.6629 0.4872 -5.8615
O 1.0977 0.0795 -4.6387
H 3.6590 -0.3197 -5.6892
H 3.0690 -0.0779 -7.3181
H 2.4526 -1.4934 -6.3809
H 0.8785 0.5293 -6.5973
H 2.0831 1.4942 -5.8104
H 1.7856 0.0214 -3.9457
C -5.5589 0.5937 0.2499
C -4.1994 0.6062 0.9206
O -3.8326 -0.7578 1.3300
H -5.8563 1.6332 0.0879
H -6.3578 0.2062 0.8650
H -5.6011 0.1285 -0.7255
H -4.1576 1.2752 1.8057
H -3.4107 0.9269 0.2361
H -3.8661 -1.3158 0.5186
C 1.3003 2.9696 -2.6604
C 2.2008 3.4201 -1.5406
O 3.2028 2.4447 -1.3023
H 0.7393 2.0475 -2.5170
H 1.8997 2.8483 -3.5582
H 0.6081 3.7244 -2.9794
H 1.6491 3.6481 -0.6197
H 2.6838 4.3123 -1.8761
H 3.6168 2.6216 -0.4395
C 1.0720 -5.9591 -1.1940
C 1.2548 -4.7940 -0.3003
O 2.6210 -4.3938 -0.3571
H 0.0448 -6.3404 -1.2284
H 1.7363 -6.7740 -0.8778
H 1.3580 -5.7236 -2.2316
H 1.0179 -5.1116 0.7322
H 0.5890 -3.9602 -0.5322
H 2.7484 -3.7757 0.4032
C -3.4680 4.8467 -1.3580
C -2.2211 4.6521 -0.5321
O -2.5332 3.5627 0.3477
H -3.3811 5.7423 -1.9762
H -4.3653 4.9115 -0.7478
H -3.6116 3.9832 -2.0142
H -1.9686 5.4993 0.0925
H -1.3883 4.4098 -1.2041
H -1.8837 3.5627 1.0627
C 6.5818 1.4994 -0.8217
C 5.7802 1.2490 0.4354
O 5.0726 2.3845 0.8392
H 5.9903 2.1408 -1.4949
H 6.8346 0.5766 -1.3506
H 7.5370 2.0086 -0.5711
H 6.3989 0.9004 1.2828
H 5.0312 0.4800 0.3190
H 5.6984 3.0082 1.1825
C -2.7484 -3.9908 0.4294
C -3.6045 -3.8885 -0.8246
O -3.8876 -2.5350 -1.0825
H -2.5785 -5.0228 0.7194
H -3.2863 -3.4998 1.2412
H -1.7412 -3.5124 0.3327
H -4.5381 -4.4432 -0.7304
H -3.0519 -4.2967 -1.6698
H -4.2070 -2.4227 -1.9750
C -0.5303 -4.4759 3.4619
C -0.3023 -3.8479 4.8380
O -1.3757 -3.0316 5.3278
H 0.2874 -5.1441 3.2481
H -0.6240 -3.7390 2.6722
H -1.4082 -5.0945 3.5378
H 0.6626 -3.3020 4.8158
H -0.1720 -4.6731 5.5463
H -1.4664 -2.2932 4.6938
C 5.0040 -2.5581 2.1858
C 3.7213 -1.8866 2.6055
O 2.6158 -2.6017 2.0356
H 4.9546 -3.6135 2.4705
H 5.8547 -2.0646 2.6846
H 5.1436 -2.4874 1.1114
H 3.7963 -0.8415 2.3040
H 3.6130 -1.8840 3.7034
H 1.8352 -1.9951 1.9444
C -3.4208 0.2026 4.9883
C -2.0580 0.2667 4.2269
O -1.8095 -0.8081 3.2677
H -3.4057 0.9790 5.7447
H -3.6025 -0.7220 5.5569
H -4.2846 0.3754 4.3583
H -1.2236 0.2054 4.9351
H -2.0529 1.2409 3.7179
H -2.5733 -0.8921 2.6276
C 3.5206 -2.4082 -3.1229
C 3.8156 -1.1746 -2.2617
O 3.4388 -0.0401 -2.9700
H 3.6715 -3.3730 -2.6096
H 4.1381 -2.4038 -4.0070
H 2.4999 -2.3884 -3.4945
H 4.9259 -1.1506 -2.1544
H 3.2725 -1.2608 -1.3180
H 3.4832 0.7271 -2.4118
C -2.6156 0.9474 -2.7515
C -3.8723 1.3927 -3.4111
O -4.2334 0.3408 -4.2970
H -1.8279 0.9264 -3.5081
H -2.7084 -0.0782 -2.3798
H -2.3061 1.6068 -1.9459
H -3.7207 2.2945 -4.0378
H -4.6602 1.4986 -2.6499
H -4.8842 0.6702 -4.9173

Force components x, y, z for each atom (eV/Å):
C -1.0 -1.4 1.0
C 0.1 -0.5 -0.8
C 2.0 2.1 0.6
O -1.0 0.2 0.6
H 0.6 0.1 -0.1
H -0.2 -0.5 -0.3
H 0.2 0.6 -0.4
H -0.5 0.0 -0.5
H -0.4 -0.5 -0.1
H 0.1 0.1 0.0
H -0.3 -0.1 -0.3
H 0.2 -0.2 0.1
C -0.4 -0.9 -0.9
C -0.6 -0.2 0.3
C 0.0 -0.2 1.4
O 0.5 -0.7 -1.0
H -0.3 0.2 0.2
H 0.5 -0.1 0.2
H 0.1 0.4 0.2
H -0.3 0.4 0.0
H 0.2 0.4 0.2
H -0.2 0.1 -0.4
H 0.3 0.2 -0.4
H 0.2 0.5 0.2
C 0.7 0.0 -0.5
C -0.4 -0.2 -0.9
C -0.4 0.6 0.2
O 0.3 -0.1 0.7
H -0.2 0.1 0.4
H 0.3 -0.3 0.3
H -0.2 0.2 -0.1
H -0.1 0.1 0.1
H 0.3 -0.1 0.1
H 0.3 -0.2 -0.1
H -0.1 0.0 -0.3
H -0.2 -0.2 0.0
C -1.0 -0.3 -0.8
C 2.5 -0.4 0.4
O -1.4 -0.5 -0.6
H 0.1 -0.1 0.3
H 0.0 0.4 -0.3
H 0.0 0.2 0.5
H -0.6 0.1 0.2
H -0.4 0.2 -0.2
H 0.9 0.4 0.4
C -0.1 0.0 0.0
C 0.9 -0.2 -0.1
O -0.4 0.0 0.6
H -0.2 -0.3 0.0
H 0.1 -0.3 -0.2
H 0.2 0.6 0.0
H -0.5 -0.1 -0.2
H -0.1 0.2 0.3
H 0.1 0.1 -0.3
C -0.2 1.4 0.2
C 0.4 -1.2 -0.1
O -0.2 0.5 -0.3
H 0.1 0.1 -0.2
H 0.0 -0.5 0.4
H 0.3 -0.4 -0.1
H -0.1 -0.6 -0.4
H -0.2 0.3 0.0
H 0.1 0.3 0.5
C 0.2 -0.4 -0.6
C -0.5 -0.3 0.2
O 0.1 -0.4 0.3
H 0.1 0.0 0.3
H 0.3 -0.4 -0.1
H -0.6 0.6 0.3
H 0.0 -0.1 -0.1
H 0.3 0.9 -0.1
H 0.1 -0.1 -0.3
C 0.1 -0.9 -1.2
C 0.3 0.1 1.2
O -0.1 0.7 0.7
H 0.1 0.2 0.2
H -0.2 0.1 0.0
H -0.1 0.1 0.3
H 0.0 0.2 -0.2
H -0.1 0.1 -0.2
H 0.0 -0.4 -0.6
C 0.0 0.2 -0.5
C -0.7 -0.9 0.4
O 0.3 0.0 -0.2
H -0.1 0.0 -0.1
H 0.1 0.2 0.2
H 0.1 0.1 0.0
H 0.1 0.5 -0.1
H 0.1 0.0 0.2
H 0.2 0.0 0.2
C 0.5 0.3 -0.1
C 0.6 -1.0 0.4
O -0.9 0.6 0.2
H 0.3 -0.3 0.2
H -0.1 0.0 0.1
H -0.5 -0.2 -0.2
H 0.1 0.1 -0.4
H -0.3 -0.3 -0.4
H 0.4 0.7 0.2
C 0.2 0.6 0.0
C 0.7 -0.7 -0.1
O 0.0 1.0 0.6
H -0.1 -0.2 -0.1
H 0.1 0.0 0.2
H -0.9 -0.2 -0.2
H 0.0 -0.2 0.2
H 0.0 -0.2 -0.2
H -0.2 0.0 -0.4
C -0.2 0.3 0.9
C 0.5 0.0 -0.1
O 0.6 0.0 -0.7
H 0.5 -0.1 -0.2
H -0.1 0.1 -0.2
H -0.6 -0.1 -0.3
H -0.4 0.0 0.1
H -0.1 0.3 0.1
H -0.1 -0.4 0.2
C 0.1 -0.1 0.5
C -0.3 -0.3 0.3
O -0.1 0.8 -0.2
H 0.2 0.1 -0.1
H -0.2 -0.3 -0.2
H 0.0 0.0 -0.2
H -0.5 0.2 -0.3
H 0.1 -0.1 -0.2
H 0.5 -0.4 0.2
C 0.8 -0.6 0.1
C -1.0 -0.5 -0.1
O -1.0 0.5 0.5
H 0.0 0.4 0.1
H 0.3 0.0 -0.4
H 0.0 0.0 -0.4
H -0.2 0.1 -0.1
H 0.3 -0.2 0.0
H 0.5 0.2 0.4
C -0.2 -0.2 0.2
C 1.0 -1.7 -0.3
O -0.7 0.4 -1.2
H 0.0 0.6 0.1
H 0.4 0.1 -0.3
H -0.3 0.0 0.1
H -0.6 0.0 0.6
H 0.4 0.1 0.1
H 0.0 0.9 0.7
C 1.0 -0.2 -0.2
C -0.5 -0.1 -0.3
O -0.2 -0.5 -0.2
H 0.2 0.0 0.1
H -0.1 0.2 0.1
H 0.0 0.1 0.2
H -0.1 0.0 0.8
H 0.0 0.5 -0.3
H -0.2 0.0 -0.1

HOMO-LUMO gap   9.5 eV
Energy above the lowest of the compared OMol25 structures with the same formula, charge and spin   0.0 kJ/mol
Max |F|   3.0 eV Å⁻¹

Atomic partial charges in e from the Mulliken method, atoms 1 to 99:
1. C -1.418
2. C 0.886
3. C -1.453
4. O -0.243
5. H 0.296
6. H 0.243
7. H 0.429
8. H 0.211
9. H 0.393
10. H 0.340
11. H 0.243
12. H 0.138
13. C -1.797
14. C 1.202
15. C 1.241
16. O -0.624
17. H 0.295
18. H 0.389
19. H 0.432
20. H 0.169
21. H -0.866
22. H 0.441
23. H -0.998
24. H 0.190
25. C 1.563
26. C 2.227
27. C 0.297
28. O 0.018
29. H -0.602
30. H -0.352
31. H -0.619
32. H -0.863
33. H -0.929
34. H 0.098
35. H -0.291
36. H -0.096
37. C -0.507
38. C -0.128
39. O -0.517
40. H 0.561
41. H -0.018
42. H -0.088
43. H 0.454
44. H -0.219
45. H 0.284
46. C -0.928
47. C -0.478
48. O -0.062
49. H 0.100
50. H 0.466
51. H 0.187
52. H 0.405
53. H 0.392
54. H 0.030
55. C -1.663
56. C 1.268
57. O -0.555
58. H 0.485
59. H 0.339
60. H 0.302
61. H 0.185
62. H -0.568
63. H 0.003
64. C -1.029
65. C 0.068
66. O -0.256
67. H -0.067
68. H 0.268
69. H 0.543
70. H -0.047
71. H 0.523
72. H 0.044
73. C -1.674
74. C 1.535
75. O -0.528
76. H 0.313
77. H 0.420
78. H 0.360
79. H -0.133
80. H -0.501
81. H 0.232
82. C -1.149
83. C 0.406
84. O -0.140
85. H 0.415
86. H 0.320
87. H 0.008
88. H 0.448
89. H -0.212
90. H -0.138
91. C -1.164
92. C 0.284
93. O -0.503
94. H 0.217
95. H 0.307
96. H 0.394
97. H 0.477
98. H -0.283
99. H 0.239

***

Entry from OMol25: a structure of composition C35H23Cl4N9O2SSn at a distorted geometry (the ωB97M-V functional and the def2-TZVPD basis).

Cartesian coordinates (Å):
Sn -1.2938 -1.0618 -0.2444
C 2.4859 -0.0452 2.6806
C 3.1217 0.9547 1.9592
C 2.8562 1.0733 0.6121
C 1.9704 0.1787 0.0004
N 1.3609 -0.7693 0.7107
C 1.6024 -0.8701 2.0018
C 1.6412 0.2602 -1.4197
C 2.5685 0.7971 -2.3158
C 2.2462 0.9484 -3.6484
C 0.9944 0.5479 -4.0943
C 0.1063 -0.0377 -3.2088
C 0.3862 -0.2021 -1.8529
H 2.6551 -0.1687 3.7385
H 3.8008 1.6429 2.4449
H 3.3020 1.8728 0.0388
H 1.0611 -1.6512 2.5113
H 3.5614 1.0759 -1.9775
H 2.9662 1.3796 -4.3344
H 0.7230 0.6891 -5.1345
H -0.8523 -0.3735 -3.5854
Cl -4.2061 -3.9426 -6.1518
C -3.8572 -2.8827 -4.8312
C -4.4348 -1.6306 -4.7645
Cl -5.5337 -1.1175 -5.9948
C -4.1241 -0.7880 -3.6992
Cl -4.8293 0.7923 -3.6374
C -3.2384 -1.1451 -2.6807
O -2.9394 -0.3435 -1.7248
C -2.6411 -2.4596 -2.7492
O -1.7953 -2.8249 -1.8501
C -2.9797 -3.2784 -3.8241
Cl -2.2584 -4.8535 -3.9052
C 0.8758 -3.3222 -3.2217
C 1.6050 -3.3031 -1.9370
C 2.9228 -2.9385 -1.8090
C 3.4904 -2.9794 -0.5204
N 2.8305 -3.3967 0.5234
C 1.5431 -3.7662 0.4037
S 0.6984 -4.3472 1.6902
N 0.9408 -3.6948 -0.8407
C 4.9123 -2.5646 -0.3105
H 1.4847 -2.9144 -4.0206
H -0.0304 -2.7322 -3.1136
H 0.5652 -4.3381 -3.4614
H 3.4881 -2.6026 -2.6622
H -0.0609 -3.8688 -0.9161
H 5.5761 -3.3560 -0.6586
H 5.0884 -2.3992 0.7483
H 5.1228 -1.6636 -0.8812
N 1.2663 6.8854 7.0456
C 0.8282 6.1790 6.2461
C 0.3076 5.3305 5.2609
C 0.9423 4.1179 4.9512
C 0.4566 3.3125 3.9502
C -0.6770 3.6856 3.2112
C -1.3324 4.8768 3.5524
C -0.8525 5.6843 4.5558
N -1.1138 2.9112 2.1403
C -2.1926 3.1471 1.3107
C -2.1723 2.1770 0.3606
N -1.1119 1.3580 0.5760
C -0.5092 1.8015 1.6350
H 1.8243 3.8279 5.5049
H 0.9627 2.3851 3.7356
H -2.2228 5.1782 3.0239
H -1.3592 6.6054 4.8038
H -2.8760 3.9539 1.4678
H -2.8309 1.9761 -0.4577
H 0.3475 1.3346 2.0653
N -6.1193 -0.5136 5.1560
C -5.4617 -0.7956 4.2415
N -4.8576 -1.2159 3.2048
C -3.8292 -0.9596 2.5346
N -2.8966 -0.8222 1.8417

Force components x, y, z for each atom (eV/Å):
Sn 0.2 -0.8 -1.4
C 0.0 0.1 0.0
C 0.0 -0.1 0.1
C 0.0 0.1 -0.1
C 0.3 0.1 0.4
N 0.0 0.1 -0.3
C 0.1 0.0 0.5
C -0.3 0.0 -0.8
C 0.1 0.0 0.2
C 0.1 0.1 -0.2
C 0.1 0.0 -0.2
C -0.2 0.0 0.0
C -0.4 0.0 0.6
H 0.0 -0.1 0.1
H 0.1 0.0 0.0
H 0.0 0.0 -0.1
H -0.1 -0.2 0.2
H 0.0 0.1 0.0
H 0.0 0.0 0.0
H 0.0 0.0 0.0
H -0.1 0.0 -0.1
Cl -0.1 -0.1 -0.2
C -0.3 0.3 -0.1
C 0.1 -0.4 -0.2
Cl -0.2 0.1 -0.2
C 0.1 0.1 0.1
Cl 0.0 0.3 0.1
C -0.3 -0.4 -0.6
O 0.9 0.5 1.3
C -0.1 -0.1 -0.3
O 0.4 0.2 0.7
C 0.0 -0.1 -0.1
Cl 0.1 -0.2 0.1
C -0.1 0.1 -0.2
C 0.5 0.1 -0.3
C -0.1 -0.1 0.2
C -0.2 0.0 -0.6
N 0.5 0.1 0.3
C -0.4 -0.4 -0.2
S -0.6 -0.3 0.6
N 0.2 0.2 0.2
C -0.1 0.0 0.0
H 0.1 0.0 -0.1
H -0.1 0.0 -0.1
H 0.0 0.0 0.0
H 0.0 0.1 -0.1
H -0.1 0.0 0.1
H 0.1 0.0 0.0
H 0.0 0.0 0.0
H 0.1 0.1 0.0
N -0.1 -0.2 -0.2
C 0.6 0.9 1.1
C -0.7 -1.0 -1.1
C -0.2 0.5 0.2
C -0.3 -0.2 -0.3
C 0.3 0.4 0.5
C -0.1 -0.3 -0.3
C 0.5 0.0 0.4
N -0.1 -0.1 0.0
C -0.5 0.2 -0.4
C -0.3 0.5 0.2
N 0.4 -0.3 0.1
C 0.3 -0.4 -0.1
H 0.0 0.0 0.0
H 0.1 -0.1 -0.1
H 0.0 0.0 -0.1
H 0.0 0.0 0.0
H -0.1 0.1 0.0
H -0.4 0.1 -0.2
H 0.3 -0.1 0.2
N -0.3 0.3 0.6
C -0.1 0.3 0.4
N -1.1 -1.2 -0.3
C 1.3 0.5 -0.6
N -0.3 0.5 0.5

Charge   -2
HOMO-LUMO gap   4.8 eV
Energy above the lowest of the compared OMol25 structures with the same formula, charge and spin   136.7 kJ/mol
Max |F|   1.7 eV Å⁻¹

Need the Mulliken charges? In units of e they are:
1. Sn 0.869
2. C -1.161
3. C -0.606
4. C -1.030
5. C 0.370
6. N 0.430
7. C -0.357
8. C 1.133
9. C -1.030
10. C -0.917
11. C -0.854
12. C -0.100
13. C 0.858
14. H 0.477
15. H 0.451
16. H 0.508
17. H 0.248
18. H 0.295
19. H 0.339
20. H 0.416
21. H 0.222
22. Cl -0.263
23. C 0.219
24. C 0.201
25. Cl -0.259
26. C 0.363
27. Cl -0.261
28. C -0.362
29. O -0.578
30. C -0.253
31. O -0.825
32. C 0.514
33. Cl -0.249
34. C -0.628
35. C 0.936
36. C -0.979
37. C 1.259
38. N -0.456
39. C -0.355
40. S -0.423
41. N 0.191
42. C -1.517
43. H 0.299
44. H -0.303
45. H 0.411
46. H 0.321
47. H 0.326
48. H 0.400
49. H 0.353
50. H 0.317
51. N -0.583
52. C 0.154
53. C 0.468
54. C -1.073
55. C -0.333
56. C 1.392
57. C -0.494
58. C -1.079
59. N 0.334
60. C -0.196
61. C -1.341
62. N 0.491
63. C 0.105
64. H 0.443
65. H 0.417
66. H 0.313
67. H 0.445
68. H 0.330
69. H 0.555
70. H -0.249
71. N -0.645
72. C 0.471
73. N -0.649
74. C 0.519
75. N -0.753